[1]
DFT (ωB97M-V/def2-TZVPD) results for a single C6H8 molecule.

Cartesian coordinates (Å):
C1 0.38 -1.76 0.19
C2 -0.75 -0.72 0.14
C3 -0.73 0.67 0.78
C4 0.13 1.44 -0.27
C5 1.03 0.40 -0.87
C6 0.34 -0.76 -0.88
H1 1.19 -1.60 0.89
H2 0.09 -2.79 0.02
H3 -1.74 -1.15 -0.06
H4 -0.36 0.66 1.83
H5 -1.73 1.10 0.84
H6 0.48 2.44 0.01
H7 1.98 0.64 -1.32
H8 -0.31 1.43 -1.29

Summary:
SMILES string: C1=C2C[C@H]2CC1
Energy relative to the best compared isomer or geometry (same formula, charge and spin): 72.35 kcal per mole
HOMO-LUMO gap: 8.70 eV
E_HOMO: -7.904 eV
Spin multiplicity: 1

=====

[2]
DFT (ωB97M-V/def2-TZVPD) results for C33H57BrN7O2PPt as an isolated structure.

Cartesian coordinates (Å):
Pt1 -1.31 -1.05 0.11
C1 5.10 -2.64 3.99
C2 4.75 -1.67 2.85
C3 5.72 -1.90 1.70
C4 4.92 -0.22 3.35
C5 3.30 -1.89 2.43
C6 2.94 -2.32 1.17
C7 1.60 -2.51 0.86
Br1 1.24 -3.16 -0.90
C8 0.55 -2.27 1.75
O1 -0.72 -2.48 1.41
C9 0.92 -1.84 3.06
C10 2.26 -1.67 3.35
C11 -0.16 -1.56 4.12
C12 -1.00 -2.82 4.36
C13 -1.05 -0.39 3.66
C14 0.46 -1.16 5.46
H1 6.14 -2.50 4.30
H2 4.97 -3.67 3.67
H3 4.47 -2.47 4.86
H4 6.74 -1.70 2.04
H5 5.52 -1.23 0.86
H6 5.68 -2.93 1.34
H7 5.96 -0.05 3.65
H8 4.28 -0.01 4.20
H9 4.68 0.49 2.55
H10 3.68 -2.53 0.41
H11 2.54 -1.35 4.35
H12 -1.54 -3.10 3.47
H13 -1.73 -2.62 5.16
H14 -0.36 -3.65 4.67
H15 -1.55 -0.61 2.72
H16 -0.45 0.52 3.55
H17 -1.82 -0.21 4.42
H18 1.09 -1.95 5.87
H19 -0.35 -0.97 6.17
H20 1.05 -0.24 5.39
N1 -0.58 0.49 -0.68
P1 -0.51 1.52 -1.83
N2 -0.51 0.87 -3.37
C15 -0.13 -0.53 -3.57
C16 1.35 -0.69 -3.94
C17 1.67 0.16 -5.17
C18 1.27 1.62 -4.93
C19 -0.20 1.71 -4.52
N3 0.80 2.50 -1.61
C20 0.97 3.87 -2.08
C21 1.46 4.78 -0.96
C22 2.73 4.21 -0.32
C23 2.51 2.77 0.14
C24 2.01 1.92 -1.02
N4 -1.77 2.61 -1.93
C25 -2.99 2.30 -2.68
C26 -4.02 1.55 -1.83
C27 -4.35 2.35 -0.58
C28 -3.07 2.68 0.19
C29 -2.06 3.38 -0.71
H21 -0.75 -0.94 -4.38
H22 -0.34 -1.08 -2.65
H23 1.58 -1.74 -4.12
H24 1.95 -0.36 -3.09
H25 1.12 -0.22 -6.03
H26 2.73 0.09 -5.42
H27 1.45 2.23 -5.82
H28 1.89 2.03 -4.12
H29 -0.82 1.39 -5.37
H30 -0.48 2.74 -4.30
H31 0.02 4.23 -2.49
H32 1.71 3.90 -2.90
H33 0.68 4.86 -0.20
H34 1.64 5.78 -1.36
H35 3.04 4.84 0.52
H36 3.54 4.24 -1.05
H37 1.75 2.74 0.93
H38 3.43 2.35 0.54
H39 1.79 0.91 -0.69
H40 2.80 1.86 -1.79
H41 -2.74 1.74 -3.58
H42 -3.43 3.26 -3.00
H43 -3.59 0.58 -1.55
H44 -4.92 1.36 -2.43
H45 -5.05 1.81 0.06
H46 -4.85 3.29 -0.87
H47 -2.62 1.77 0.57
H48 -3.29 3.33 1.05
H49 -1.12 3.54 -0.17
H50 -2.44 4.36 -1.01
C30 -5.72 -3.45 -1.79
N5 -4.81 -3.12 -0.72
C31 -5.23 -2.79 0.63
C32 -3.95 -2.20 1.23
O2 -3.84 -1.82 2.36
N6 -3.00 -2.18 0.23
C33 -3.56 -2.65 -0.89
N7 -2.93 -2.65 -2.05
H51 -6.59 -3.94 -1.37
H52 -5.26 -4.17 -2.48
H53 -6.04 -2.57 -2.35
H54 -5.55 -3.67 1.20
H55 -6.02 -2.05 0.65
H56 -1.99 -2.27 -2.06
H57 -3.33 -3.07 -2.87

Summary:
HOMO-LUMO gap (spin up / spin down): 7.03 / 7.03 eV
E_HOMO (spin up / spin down): -7.023 / -7.022 eV
Spin multiplicity: 1

=====

[3]
DFT (ωB97M-V/def2-TZVPD) results for C13H33CuO16P3 as an isolated structure.

Cartesian coordinates (Å):
Cu1 0.55 0.42 0.69
C1 3.28 -3.99 -0.34
C2 2.38 -2.76 -0.04
O1 1.66 -2.27 -0.90
O2 2.45 -2.17 1.07
H1 4.17 -3.51 -0.76
H2 2.82 -4.79 -0.92
H3 3.75 -4.51 0.49
C3 -0.49 3.69 4.52
C4 0.05 2.85 3.43
O3 0.05 3.25 2.24
O4 0.53 1.77 3.70
H4 0.13 4.56 4.73
H5 -0.57 3.20 5.49
H6 -1.53 3.87 4.24
C5 -2.21 3.66 -2.74
O5 -2.88 2.51 -3.19
P1 -2.65 1.06 -2.61
O6 -1.69 0.86 -1.52
O7 -4.16 0.66 -2.25
C6 -4.47 0.23 -0.86
O8 -2.28 0.17 -3.90
C7 -2.13 -1.23 -3.76
H7 -1.63 4.19 -3.50
H8 -1.71 3.42 -1.80
H9 -2.90 4.46 -2.46
H10 -3.90 0.78 -0.10
H11 -4.17 -0.79 -0.59
H12 -5.52 0.39 -0.63
H13 -2.46 -1.75 -2.86
H14 -1.11 -1.50 -4.04
H15 -2.75 -1.54 -4.60
C8 3.05 1.44 -4.39
O9 4.09 2.11 -3.71
P2 3.85 2.78 -2.24
O10 2.92 2.06 -1.33
O11 5.27 3.07 -1.55
C9 6.21 3.97 -2.18
O12 3.35 4.31 -2.56
C10 3.06 5.30 -1.57
H16 3.56 0.55 -4.77
H17 2.69 2.01 -5.24
H18 2.27 1.07 -3.72
H19 6.33 4.90 -1.62
H20 5.98 3.99 -3.24
H21 7.24 3.62 -2.30
H22 2.20 5.89 -1.88
H23 3.89 5.98 -1.41
H24 2.56 4.87 -0.70
C11 -3.92 -4.21 4.82
O13 -3.41 -3.11 4.08
P3 -2.35 -3.22 2.85
O14 -1.88 -1.95 2.12
O15 -3.12 -4.32 1.91
C12 -2.49 -5.39 1.07
O16 -1.17 -4.24 3.49
C13 -0.61 -4.05 4.76
H25 -4.99 -4.20 5.00
H26 -3.45 -4.21 5.80
H27 -3.66 -5.17 4.36
H28 -1.45 -5.56 1.34
H29 -2.58 -5.14 0.02
H30 -2.80 -6.43 1.17
H31 0.45 -3.84 4.67
H32 -0.67 -4.91 5.42
H33 -1.01 -3.17 5.27

Summary:
Energy relative to the best compared isomer or geometry (same formula, charge and spin): 205.73 kcal per mole
HOMO-LUMO gap (spin up / spin down): 6.89 / 2.51 eV
Expectation value of S²: 0.762
E_HOMO (spin up / spin down): -7.404 / -6.467 eV
Spin multiplicity: 2